1.
Computed, not measured: a 2-piece molecular cluster, HO3S3 overall, with the ωB97M-V functional and the def2-TZVPD basis.

Output
E_LUMO (spin up / spin down)   3.25 / 1.50 eV
Charge   -1
Orbital gap (spin up / spin down)   8.3 / 4.9 eV
Energy above the lowest of the compared OMol25 structures with the same formula, charge and spin   46.1 kcal per mole

```
7
Properties=species:S:1:pos:R:3:forces:R:3:lowdin_charge:R:1
O -1.238435 -0.209324 0.690267 -0.05 0.10 0.19 -0.453
O -1.859720 -0.628595 -1.657109 -0.27 -0.21 -0.18 -0.409
O -0.702749 1.487113 -1.062979 -0.41 -1.09 0.42 -0.431
S 1.905189 0.099179 1.657758 0.59 -0.63 -1.66 0.159
S 2.252918 -0.881373 -0.171761 -0.03 0.46 1.02 -0.036
S -0.988125 0.068204 -0.728142 1.02 1.27 -0.58 0.456
H 0.630923 0.064795 1.271967 -0.85 0.10 0.79 -0.287
```
Forces are in eV/Å.

=====

2.
Computed, not measured: a 2-piece molecular cluster, HO5S2 overall, with the ωB97M-V functional and the def2-TZVPD basis.

Output
E_LUMO (spin up / spin down)   3.75 / 1.98 eV
Charge   -1
Expectation value of S²   2.007
Orbital gap (spin up / spin down)   6.3 / 7.0 eV
Energy above the lowest of the compared OMol25 structures with the same formula, charge and spin   49.6 kcal per mole
Spin multiplicity   3

```
8
Properties=species:S:1:pos:R:3:forces:R:3:mulliken_spin:R:1
O 1.117855 -1.238849 -1.117277 -0.43 -1.18 -0.82 -0.002
O 0.062283 0.438728 -2.528609 -0.46 -0.69 0.11 0.009
O 1.352883 1.566622 1.318936 0.08 0.75 1.45 0.238
O -1.452582 -1.059001 1.552977 -0.17 -0.56 -0.01 0.976
O -0.366835 0.458749 0.028875 -3.15 -0.80 -0.20 0.122
S -0.143813 -0.635255 -1.546561 -0.20 -0.48 -1.45 0.009
S 1.072937 0.866445 0.060039 4.19 2.54 0.90 0.672
H -1.642728 -0.397439 2.231619 0.14 0.41 0.02 -0.024
```
Forces are in eV/Å.

=====

3.
Computed, not measured: one molecule with the formula I2O2, with the ωB97M-V functional and the def2-TZVPD basis.

Output
E_LUMO   -2.57 eV
Orbital gap   6.8 eV
Energy above the lowest of the compared OMol25 structures with the same formula, charge and spin   29.6 kcal per mole

```
4
Properties=species:S:1:pos:R:3:forces:R:3:lowdin_charge:R:1
O 0.798213 -0.436517 1.844423 0.49 0.21 0.44 -0.998
O -0.261875 1.712065 -1.107005 -0.12 0.74 0.09 -0.999
I -0.465954 -1.274990 0.878462 -0.40 -0.10 -0.71 0.998
I -0.070384 -0.000558 -1.615879 0.03 -0.85 0.18 0.999
```
Forces are in eV/Å.

=====

4.
Computed, not measured: I3N as an isolated structure, with the ωB97M-V functional and the def2-TZVPD basis.

Output
E_LUMO (spin up / spin down)   -2.35 / -2.35 eV
Orbital gap (spin up / spin down)   6.7 / 6.7 eV
Energy above the lowest of the compared OMol25 structures with the same formula, charge and spin   6.3 kcal per mole

```
4
Properties=species:S:1:pos:R:3:forces:R:3:lowdin_charge:R:1
N -0.028077 -0.008539 -0.451040 1.18 -0.50 0.08 -1.536
I -1.161171 1.585820 0.148730 0.02 0.20 0.19 0.555
I 2.138702 0.248520 0.152321 -1.88 -0.38 -0.24 0.453
I -0.949453 -1.825802 0.149990 0.67 0.68 -0.03 0.528
```
Forces are in eV/Å.